A cluster of 2 separate species, C12H19P in total at a distorted geometry, computed with wB97M-V/def2-TZVPD.

## Properties
* energy above the lowest of the compared OMol25 structures with the same formula, charge and spin: 45.6 kcal/mol
* F_max: 4.2 eV/A
* multiplicity: 1
* gap between HOMO and LUMO: 9.00 eV
* M: 194.26 g/mol

Each line ends with the natural charge from an NBO analysis.
Atoms and positions in Å:
C -1.340004 -2.928661 -3.495006  -0.2267
C -2.197185 -1.992692 -2.928110  -0.2168
C -0.332044 -3.417230 -2.705653  -0.2096
C -1.994091 -1.405833 -1.690727  -0.1920
C -0.191248 -2.827699 -1.445854  -0.1976
C -0.970114 -1.848430 -0.913720  -0.0917
C 1.855546 2.353426 0.848563  -0.6203
C -0.465781 1.867238 1.735997  -0.6045
C 1.436392 0.368505 2.357958  -0.5912
C -0.675874 -1.119245 0.321976  -0.3676
C 0.633892 0.457002 -0.043982  -0.3832
C 0.879347 1.220921 1.248724  -0.1261
P -0.153871 1.423723 -1.465841  0.2900
H -1.414218 -3.441402 -4.512363  0.2215
H -3.119794 -1.676621 -3.396157  0.2115
H 0.257645 -4.392990 -2.914410  0.2229
H -2.561951 -0.532896 -1.420694  0.2114
H 0.734597 -3.201626 -0.907759  0.2019
H 2.819089 2.360145 1.399051  0.2160
H 1.478419 3.358082 1.103005  0.2146
H 1.999297 2.265067 -0.275947  0.2235
H -0.984397 1.181680 2.453732  0.2024
H -0.213974 2.680395 2.341400  0.2104
H -1.043378 2.015084 0.822597  0.2095
H 0.706325 -0.377229 2.567764  0.2059
H 1.508091 0.952356 3.265835  0.2127
H 2.459148 -0.124703 2.005496  0.2052
H -0.116878 -1.674341 1.008192  0.2020
H -1.476863 -0.575460 0.756498  0.2040
H 1.525402 -0.042894 -0.371827  0.2053
H -1.435931 1.489862 -1.075357  -0.0490
H -0.312784 0.301319 -2.338847  0.0057

Cartesian forces, eV/Å:
-0.3827 -1.5550 -1.5774
-0.9855 0.5770 -0.7021
0.7147 -1.2096 1.1885
-0.6860 -0.2492 -1.3677
3.4140 -2.4046 0.4502
0.4006 1.3500 0.7483
0.6180 0.5363 -0.6381
0.5033 -2.7822 -0.2224
1.9609 -0.8164 -1.2293
2.6291 2.4730 -1.2990
-3.4020 -2.3799 0.2457
-0.7467 1.1509 -0.1548
2.5701 -0.5344 -0.5284
-0.6053 1.1831 1.3944
0.2075 0.0067 -0.6985
-0.8217 2.1709 -0.0530
-0.4957 -0.1541 0.2813
-1.3452 0.5533 -0.1169
-0.3262 -0.6050 -0.5012
-0.2497 -0.3391 -0.4794
0.3780 0.6654 1.5330
0.0820 0.2362 -0.9261
0.0025 1.8195 0.4221
-0.4076 0.7346 0.7564
-0.2933 -1.0131 0.2187
0.6017 0.1941 0.1994
-2.0293 0.9946 1.1103
0.7109 -0.8032 1.1752
-0.7483 0.2713 0.3058
0.4113 -0.3094 -0.3788
-1.6855 -0.1826 0.5711
0.0062 0.4207 0.2726